ORCA calculation (wB97M-V/def2-TZVPD) on a 8-piece molecular cluster, C36H51BN9O2 overall at a distorted geometry.

Results
multiplicity: 1
total charge: +1
maximum force: 1.5 eV Å⁻¹
orbital gap: 6.1 eV
calculated total energy: -2070.276186 Eh
HOMO: -9.1 eV

Positions of all 99 atoms, in Å:
C (-1.1946, 1.8202, 8.5477)
C (-1.2938, 0.3006, 8.7003)
C (0.0727, -0.3643, 8.5223)
C (0.2527, -1.0177, 7.1489)
O (1.5491, -0.7497, 6.5454)
C (2.5547, -1.4658, 6.9939)
C (3.0193, -1.7291, 8.2300)
N (4.1202, -2.5051, 8.0912)
C (4.3612, -2.7185, 6.8039)
N (3.4162, -2.0978, 6.1242)
B (3.3993, -2.1474, 4.6019)
C (3.1856, -3.5143, 3.8903)
O (3.6008, -0.9697, 3.9896)
H (-0.6162, 2.0640, 7.6658)
H (-2.1934, 2.2316, 8.4654)
H (-0.7417, 2.2524, 9.4287)
H (-1.6108, 0.1098, 9.7173)
H (-2.0254, -0.1252, 8.0223)
H (0.1849, -1.1388, 9.2778)
H (0.8955, 0.3292, 8.6617)
H (0.0323, -2.0790, 7.1384)
H (-0.4618, -0.5633, 6.4748)
H (2.5930, -1.3870, 9.1435)
H (4.6926, -2.8879, 8.8265)
H (5.1600, -3.2690, 6.3577)
H (2.4138, -4.0917, 4.3853)
H (4.0980, -4.1053, 4.0003)
H (2.9776, -3.4136, 2.8327)
H (4.0049, -1.1511, 3.1307)
N (1.4272, -0.4096, 1.8579)
C (0.1532, -0.4741, 2.3558)
C (-0.7086, -0.5765, 1.2986)
C (0.0740, -0.5742, 0.1132)
C (1.3879, -0.4732, 0.4898)
H (2.2569, -0.3268, 2.4120)
H (-0.0285, -0.4405, 3.4167)
H (-1.7817, -0.6442, 1.3649)
H (-0.2855, -0.6423, -0.8963)
H (2.2952, -0.4427, -0.0916)
N (3.0425, 0.8750, -2.7560)
C (3.5051, -0.3153, -3.2676)
C (4.4039, -0.0233, -4.2561)
C (4.4958, 1.3912, -4.3451)
C (3.6473, 1.9154, -3.4091)
H (2.3650, 0.9714, -2.0207)
H (3.1519, -1.2593, -2.8843)
H (4.9374, -0.7433, -4.8527)
H (5.1128, 1.9580, -5.0215)
H (3.4219, 2.9350, -3.1545)
N (0.3828, -0.4547, -4.2461)
C (-0.8868, -0.5325, -3.7484)
C (-1.7514, -0.6332, -4.8051)
C (-0.9651, -0.6252, -5.9903)
C (0.3475, -0.5161, -5.6109)
H (1.2147, -0.3666, -3.6926)
H (-1.0663, -0.5029, -2.6904)
H (-2.8244, -0.7046, -4.7384)
H (-1.3228, -0.6904, -7.0040)
H (1.2544, -0.4755, -6.1904)
N (-4.8387, -1.3040, -2.2704)
C (-6.0777, -0.7262, -2.2518)
C (-6.1024, 0.1827, -1.2271)
C (-4.8251, 0.1551, -0.6060)
C (-4.0697, -0.7710, -1.2733)
H (-4.5392, -2.0109, -2.9163)
H (-6.8320, -1.0108, -2.9659)
H (-6.9394, 0.8004, -0.9521)
H (-4.5008, 0.7474, 0.2332)
H (-3.0538, -1.0965, -1.1259)
N (2.8634, 5.6735, -2.9221)
C (3.1223, 6.9137, -2.4023)
C (3.5643, 7.7108, -3.4216)
C (3.5682, 6.9231, -4.6050)
C (3.1309, 5.6718, -4.2668)
H (2.5270, 4.8897, -2.3970)
H (2.9694, 7.1198, -1.3570)
H (3.8508, 8.7450, -3.3322)
H (3.8580, 7.2414, -5.5920)
H (2.9856, 4.7865, -4.8626)
N (-9.5624, 1.2863, -1.4511)
C (-10.6402, 2.0590, -1.1112)
C (-11.4843, 1.2942, -0.3537)
C (-10.8919, 0.0081, -0.2277)
C (-9.7073, 0.0348, -0.9121)
H (-8.7868, 1.5903, -2.0096)
H (-10.7128, 3.0821, -1.4378)
H (-12.4222, 1.6187, 0.0644)
H (-11.2910, -0.8384, 0.3052)
H (-8.9585, -0.7238, -1.0626)
N (4.9580, -3.2010, -6.4391)
C (3.6846, -3.2706, -5.9386)
C (2.8215, -3.3630, -6.9960)
C (3.6043, -3.3519, -8.1828)
C (4.9161, -3.2532, -7.8066)
H (5.7932, -3.1238, -5.8902)
H (3.5039, -3.2478, -4.8774)
H (1.7485, -3.4313, -6.9281)
H (3.2437, -3.4106, -9.1957)
H (5.8195, -3.2156, -8.3904)

Force components x, y, z for each atom (eV/Å):
C -0.50 -0.62 -0.16
C 0.68 0.57 0.45
C 0.15 -0.98 -0.14
C -0.60 0.84 0.08
O -0.36 -0.20 -0.40
C 0.35 -0.02 -0.20
C -0.86 0.49 0.78
N 1.12 -0.75 0.06
C -0.32 0.15 0.51
N -0.29 0.13 -1.46
B -0.59 -0.20 -0.18
C 0.56 0.26 0.44
O 0.72 -0.05 0.17
H 0.08 0.32 -0.22
H -0.11 0.28 -0.14
H 0.31 0.15 0.12
H -0.38 -0.23 0.13
H -0.14 -0.11 -0.10
H 0.12 -0.10 0.19
H 0.00 0.40 0.08
H 0.31 -0.32 0.09
H 0.08 0.18 -0.37
H 0.15 -0.09 0.55
H -0.05 0.10 0.17
H 0.30 -0.25 0.13
H -0.28 -0.11 0.00
H 0.12 -0.19 -0.09
H -0.11 -0.03 -0.18
H -0.28 0.29 -0.27
N -0.01 -0.08 -0.14
C 0.05 -0.03 0.05
C -0.05 0.00 0.00
C 0.14 -0.01 0.09
C -0.03 0.03 0.01
H -0.14 0.19 0.06
H -0.02 0.04 0.00
H 0.00 0.01 -0.01
H -0.01 -0.03 -0.03
H 0.00 -0.02 0.01
N 0.09 -0.06 0.04
C -0.04 0.05 0.17
C 0.04 -0.01 -0.02
C 0.01 0.03 0.01
C -0.08 -0.07 0.02
H 0.01 0.04 0.02
H 0.04 -0.01 0.00
H -0.04 0.00 -0.05
H 0.00 0.00 0.00
H 0.04 0.03 -0.03
N -0.09 -0.09 0.02
C -0.04 0.03 -0.03
C 0.00 -0.07 -0.04
C 0.01 -0.01 0.02
C 0.01 0.03 -0.02
H 0.06 0.03 -0.19
H -0.12 0.05 0.01
H 0.00 0.04 0.00
H 0.00 0.00 -0.01
H 0.00 -0.01 0.00
N -0.01 0.05 0.01
C 0.00 -0.04 -0.01
C 0.02 0.01 -0.06
C 0.03 0.01 0.02
C 0.06 -0.06 -0.02
H 0.01 0.00 -0.01
H -0.01 0.00 0.01
H 0.02 0.00 0.09
H 0.00 0.02 -0.01
H 0.00 -0.01 0.01
N 0.04 0.04 -0.07
C 0.00 -0.06 0.05
C 0.00 0.02 -0.02
C 0.02 0.00 -0.03
C 0.00 -0.04 0.07
H -0.08 0.02 0.02
H 0.01 0.02 0.00
H 0.00 0.00 0.00
H 0.00 0.00 -0.01
H -0.01 0.01 -0.02
N -0.06 -0.04 0.09
C 0.05 0.04 -0.06
C -0.02 0.00 0.02
C 0.00 -0.01 0.02
C 0.03 0.01 -0.08
H -0.01 0.01 -0.04
H -0.02 0.00 0.00
H 0.00 0.00 0.00
H 0.00 0.00 0.00
H -0.01 -0.01 0.02
N -0.06 -0.01 -0.01
C 0.06 0.02 0.04
C -0.04 0.00 0.00
C 0.00 0.00 -0.01
C 0.04 0.04 0.02
H 0.03 -0.04 0.00
H -0.02 -0.01 0.00
H 0.00 0.01 0.00
H 0.00 0.00 0.00
H -0.01 0.00 -0.02